(1)
{
  "formula": "C4H4N2O3P",
  "method": "ωB97M-V/def2-TZVPD",
  "gap_ev": 7.43,
  "total_charge": -1,
  "energy_ev": -22624.500,
  "e_lumo_ev": 3.5,
  "fmax_ha_per_bohr": 0.047,
  "e_homo_ha": -0.14398,
  "e_above_lowest_ev": 0.902,
  "smiles": "CN1C(=O)[C@H]1[C@]12N=[P@]1([O-])O2",
  "species": ["P", "O", "O", "O", "N", "N", "C", "C", "C", "C", "H", "H", "H", "H"],
  "coordinates": [[0.761733, -2.923715, 0.819831], [-0.065990, -1.353618, 1.426622], [-0.615632, 2.372162, 1.848764], [-0.036956, -3.393672, -0.334132], [-0.213861, 1.368579, -0.302527], [1.727282, -1.553065, 0.138675], [0.873944, 0.715112, 0.455498], [-1.086743, 0.767397, -1.278831], [0.824367, -0.763088, 0.627857], [-0.097972, 1.655919, 1.007628], [-1.888098, 0.132905, -0.966625], [-0.629148, 0.164903, -1.983598], [1.916168, 1.171301, 0.337113], [-1.469095, 1.638879, -1.796276]],
  "atomic_forces_ev_per_a": [[1.0, 0.2, 0.6], [-0.7, 0.4, -0.6], [0.9, -1.1, -0.7], [-0.8, -0.7, -0.6], [0.7, -0.5, 0.1], [-1.1, 0.7, 0.1], [2.1, 0.9, 0.6], [-1.1, 2.1, 0.4], [2.0, -0.7, 0.8], [-2.1, 0.9, 0.5], [-0.6, -0.1, 1.1], [1.9, -1.0, -1.2], [-1.3, -1.1, -0.4], [-0.6, -0.1, -0.4]],
  "nbo_charge": [1.366, -0.774, -0.583, -1.152, -0.422, -0.819, -0.179, -0.417, 0.450, 0.705, 0.209, 0.219, 0.202, 0.195]
}

=====

(2)
{
  "formula": "C21H11F10N5RuS2",
  "method": "ωB97M-V/def2-TZVPD",
  "gap_ev": [8.12, 5.06],
  "total_charge": 0,
  "energy_ev": -80828.591,
  "spin_multiplicity": 5,
  "e_lumo_ev": [-0.3, -3.4],
  "fmax_ha_per_bohr": 0.008,
  "e_homo_ha": [-0.31055, -0.31031],
  "species": ["Ru", "S", "S", "F", "F", "F", "F", "F", "F", "F", "F", "F", "F", "N", "N", "N", "N", "N", "C", "C", "C", "C", "C", "C", "C", "C", "C", "C", "C", "C", "C", "C", "C", "C", "C", "C", "C", "C", "C", "H", "H", "H", "H", "H", "H", "H", "H", "H", "H", "H"],
  "coordinates": [[-0.441906, -0.325501, -0.252513], [-2.099924, -1.904950, -0.676751], [0.668338, -2.796446, -0.761968], [-2.988466, -3.487432, 5.309128], [-0.462727, -4.398855, 4.874042], [-3.897854, -1.340791, 3.900498], [-0.418087, -1.485007, -3.445831], [1.111210, -3.238603, 3.057489], [-2.503961, 2.708170, -2.784215], [-3.933824, 2.331683, -5.009252], [-3.691097, 0.022814, -6.438305], [-2.314348, -0.108028, 2.129607], [-1.931949, -1.882003, -5.604264], [0.377749, -6.455199, -0.836453], [-3.846082, -5.215309, -0.758539], [1.051181, 1.135787, 0.266937], [0.210994, -0.987581, 1.537398], [-0.625071, 0.810305, -1.879293], [-2.202978, -2.889713, 4.416296], [-2.072971, -0.753482, -4.908713], [-1.841973, -1.190941, 2.772090], [1.349130, 1.861896, -0.992254], [-2.667018, -1.804006, 3.691008], [-2.733577, -4.920115, -0.764266], [-0.107580, -2.718653, 3.265073], [-2.310770, 1.575485, -3.482233], [-0.965932, -3.202178, -0.743483], [0.597192, 2.070693, 1.312528], [1.622961, -0.700295, 1.815554], [-0.396493, -5.604374, -0.803481], [-3.072305, 1.389852, -4.622477], [-1.306865, -0.538583, -3.779593], [0.042287, 2.109162, -1.723598], [-0.540282, -1.626701, 2.517226], [-0.916762, -3.342275, 4.200797], [-2.960460, 0.216943, -5.342091], [-1.400489, 0.628460, -3.022455], [2.154704, 0.291477, 0.769056], [-1.357018, -4.553135, -0.768402], [1.883245, 2.793918, -0.781474], [2.956738, 0.903776, 1.196032], [2.554062, -0.245836, -0.090516], [1.408774, 2.756201, 1.574955], [-0.253911, 2.645452, 0.953307], [-0.576219, 2.824898, -1.174297], [1.983579, 1.218119, -1.601835], [2.243835, -1.596727, 1.778616], [0.256810, 2.562255, -2.695484], [1.720239, -0.292418, 2.827691], [0.286770, 1.513418, 2.192112]],
  "atomic_forces_ev_per_a": [[-0.4, 0.1, -0.2], [0.1, 0.1, 0.2], [0.2, 0.1, 0.0], [0.0, 0.0, 0.0], [0.0, 0.1, 0.0], [0.0, 0.0, 0.0], [-0.1, 0.1, 0.0], [0.0, 0.1, 0.0], [0.1, -0.1, 0.0], [0.0, 0.0, 0.0], [0.0, 0.0, 0.0], [0.1, -0.1, 0.0], [0.0, 0.0, 0.0], [0.0, -0.1, 0.0], [0.0, 0.0, 0.0], [0.0, -0.1, 0.0], [0.1, -0.3, -0.1], [0.1, 0.0, 0.2], [-0.1, 0.0, 0.0], [0.0, 0.0, -0.1], [-0.2, 0.1, 0.0], [0.0, 0.0, 0.1], [-0.1, 0.0, 0.0], [0.2, 0.1, 0.0], [0.1, -0.2, 0.1], [-0.2, 0.2, 0.0], [0.0, 0.0, 0.0], [0.0, 0.0, -0.1], [-0.1, 0.0, 0.0], [-0.1, 0.1, 0.0], [0.0, 0.1, 0.0], [0.1, -0.2, -0.1], [0.0, -0.1, -0.1], [0.1, 0.2, -0.2], [0.1, -0.1, 0.0], [0.0, -0.1, 0.0], [0.1, -0.1, 0.1], [0.0, 0.0, 0.0], [-0.1, -0.1, 0.0], [0.0, 0.0, 0.0], [0.0, 0.0, 0.0], [0.0, 0.0, 0.0], [0.0, 0.0, 0.0], [0.0, 0.0, 0.0], [0.0, 0.0, 0.0], [0.0, 0.0, 0.0], [0.0, 0.0, 0.0], [0.0, 0.0, 0.0], [0.0, 0.0, 0.0], [0.0, 0.0, 0.0]],
  "nbo_charge": [0.884, 0.028, 0.163, -0.278, -0.280, -0.280, -0.300, -0.299, -0.305, -0.284, -0.281, -0.302, -0.283, -0.232, -0.224, -0.425, -0.605, -0.656, 0.281, 0.279, 0.312, -0.221, 0.277, 0.247, 0.300, 0.295, -0.337, -0.427, -0.248, 0.251, 0.274, 0.309, -0.238, 0.082, 0.275, 0.271, 0.098, -0.226, -0.202, 0.201, 0.203, 0.218, 0.196, 0.221, 0.194, 0.218, 0.226, 0.213, 0.195, 0.225]
}